*i*
A cluster of 2 separate species, C3H12N2O2 in total. Source: the Open Molecules 2025 dataset; level of theory: ωB97M-V/def2-TZVPD.

CARTESIAN COORDINATES (ANGSTROEM)
N: -1.75662 -0.13143 -3.38846
C: -1.13428 0.49825 -2.20761
C: 0.07962 -0.32053 -1.76341
N: 0.10907 -0.48604 -0.29904
C: 0.22337 -1.69772 0.39957
O: 1.59676 -2.19058 0.55824
H: -1.84195 -1.12352 -3.21634
H: -2.70288 0.21632 -3.51164
H: -0.86512 1.51799 -2.48270
H: -1.81494 0.57234 -1.35734
H: 1.02549 0.06974 -2.10776
H: -0.01437 -1.33753 -2.15523
H: 0.62811 0.24087 0.17224
H: -0.25488 -2.55991 -0.06764
H: -0.16842 -1.58349 1.39954
H: 2.17358 -1.48244 0.24148
O: 0.90181 3.61288 5.71756
H: -0.01958 3.71458 5.99415
H: 0.89272 4.19904 4.94167

As for the SMILES: NCCNCO.O. As for the total charge: 0. The spin multiplicity is 1. The value obtained for the HOMO energy is -9.137 eV. The value obtained for the orbital gap is 0.36612 Eh.

Atom charges from the Mulliken analysis, given in e for atoms 1 to 8:
1 N -0.63
2 C -0.32
3 C -0.54
4 N -0.31
5 C -0.34
6 O -0.54
7 H 0.22
8 H 0.23

*ii*
A cluster of 2 separate species, C3H12N2O2 in total. Source: the Open Molecules 2025 dataset; level of theory: ωB97M-V/def2-TZVPD.

CARTESIAN COORDINATES (ANGSTROEM)
N: 1.35672 0.54694 -1.25642
C: 1.76022 -0.06301 0.00319
C: 0.70706 -1.01619 0.56611
N: 1.18916 -2.02457 1.52765
C: -0.44938 -0.27157 1.16193
O: -1.57300 -1.12138 1.35711
H: 1.98618 0.29295 -2.01294
H: 0.45691 0.17400 -1.53654
H: 1.95629 0.71326 0.76157
H: 2.73534 -0.54169 -0.08885
H: 0.30696 -1.61129 -0.26283
H: 2.01786 -2.45472 1.13258
H: 1.51218 -1.53466 2.35952
H: -0.18088 0.18450 2.11961
H: -0.76358 0.52036 0.47889
H: -1.27518 -1.85908 1.90068
O: -2.64537 3.41353 -2.70171
H: -2.59255 2.58316 -2.21815
H: -2.05798 3.27816 -3.45236

As for the SMILES: NC[C@@H](N)CO.O. As for the total charge: 0. The spin multiplicity is 1. The value obtained for the HOMO energy is -9.391 eV. The value obtained for the orbital gap is 0.37091 Eh.

Atom charges from the Mulliken analysis, given in e for atoms 1 to 8:
1 N -0.56
2 C -0.69
3 C 0.28
4 N -0.72
5 C -0.63
6 O -0.54
7 H 0.25
8 H 0.25

Decreasing stability: *ii*, *i*

*i*
A cluster of 3 separate species, C3H12N2O2 in total. Source: the Open Molecules 2025 dataset; level of theory: ωB97M-V/def2-TZVPD.

CARTESIAN COORDINATES (ANGSTROEM)
H: 1.33016 0.67222 2.31048
N: 0.86354 -0.06397 1.81696
C: -0.38300 -0.12367 1.74405
N: -1.03986 -1.15630 1.15210
C: -2.31430 -0.94411 0.49294
C: -2.32429 0.02090 -0.67298
H: -1.05612 0.58079 2.24044
H: -0.44650 -1.88555 0.80294
H: -3.13628 -0.81048 1.20701
H: -2.56421 -1.93034 0.08129
H: -1.74580 0.92527 -0.50559
H: -3.35400 0.29551 -0.91603
H: -1.98839 -0.41624 -1.60675
O: 0.85650 -3.29290 -0.43866
H: 1.01854 -2.36600 -0.65501
H: 1.50462 -3.44308 0.26408
O: 4.81947 4.92033 -2.17740
H: 5.45902 4.20531 -2.05780
H: 4.50089 4.81231 -3.08207

As for the SMILES: [H]/N=C/NCC.O.O. As for the total charge: 0. The spin multiplicity is 1. The value obtained for the HOMO energy is -8.943 eV. The value obtained for the orbital gap is 0.36577 Eh.

Atom charges from the Mulliken analysis, given in e for atoms 1 to 8:
1 H 0.22
2 N -0.63
3 C -0.01
4 N -0.19
5 C -0.60
6 C -0.93
7 H 0.37
8 H 0.27

*ii*
A cluster of 3 separate species, C3H12N2O2 in total. Source: the Open Molecules 2025 dataset; level of theory: ωB97M-V/def2-TZVPD.

CARTESIAN COORDINATES (ANGSTROEM)
H: -1.14387 -1.27932 2.23925
N: -0.71807 -0.73844 1.53641
C: 0.56581 -0.93038 1.01308
N: 1.16925 0.15298 0.28753
C: 1.91550 -0.18915 -0.88168
C: 1.11258 0.41560 -2.13727
H: 1.12284 -1.89809 1.37226
H: 0.84179 1.14100 0.30565
H: 1.91788 -1.24972 -1.10992
H: 2.92278 0.36959 -0.97166
H: 1.48678 0.14853 -3.08563
H: 1.03248 1.58209 -2.07814
H: -0.01455 0.21622 -2.09242
O: -1.39259 2.02078 1.68435
H: -2.13380 1.34158 1.87438
H: -1.03335 1.48432 0.94544
O: -1.78515 -1.03200 -1.25283
H: -1.61450 -0.64744 -0.17197
H: -2.68423 -0.79708 -1.41175

As for the SMILES: [H]/N=C/NCC.O.O. As for the total charge: 0. The spin multiplicity is 1. The value obtained for the HOMO energy is -9.318 eV. The value obtained for the orbital gap is 0.36769 Eh.

Atom charges from the Mulliken analysis, given in e for atoms 1 to 8:
1 H 0.12
2 N -0.54
3 C -0.08
4 N -0.11
5 C -0.48
6 C -1.04
7 H 0.31
8 H 0.28

Decreasing stability: *i*, *ii*